This record from the Open Molecules 2025 dataset describes the molecule C3H6ClN in a non-equilibrium geometry. The level of theory is ωB97M-V/def2-TZVPD.

Geometry as ORCA input:
```
! wB97M-V def2-TZVPD RIJCOSX def2/J DEFGRID3
* xyz 0 1
Cl -1.453 -1.560 -0.746
N 0.686 -0.584 0.377
C -0.577 -0.201 -0.091
C 0.890 -0.522 1.611
C -0.245 0.736 -1.274
H -0.915 0.858 -2.078
H 0.039 1.691 -1.100
H -1.025 0.276 0.776
H 1.793 -0.770 1.928
H 0.627 0.255 -1.891
H 0.180 -0.178 2.489
*
```

Values from the calculation:
SMILES string: C=N[C@@H](C)Cl
E (eV): -17219.07696
E_LUMO (eV): 0.9997
Kohn-Sham gap (eV): 11.17
Energy above the lowest of the compared OMol25 structures with the same formula, charge and spin (eV): 1.015

=====

This record from the Open Molecules 2025 dataset describes the molecule C3H6ClN in a non-equilibrium geometry. The level of theory is ωB97M-V/def2-TZVPD.

Geometry as ORCA input:
```
! wB97M-V def2-TZVPD RIJCOSX def2/J DEFGRID3
* xyz 0 3
Cl 1.793 -1.113 0.694
N 0.916 1.133 -0.592
C 0.530 0.008 0.114
C -0.921 -0.822 -0.471
C -0.796 -0.043 0.814
H -1.340 -0.340 -1.332
H 1.529 0.931 -1.373
H -1.333 0.895 0.865
H 1.330 1.853 -0.010
H -0.865 -1.891 -0.443
H -0.843 -0.609 1.734
*
```

Values from the calculation:
E (eV): -17214.48587
E_LUMO (spin up / spin down) (eV): 1.0177 / -1.9907
<S²>: 2.01
Kohn-Sham gap (spin up / spin down) (eV): 4.85 / 8.26
Energy above the lowest of the compared OMol25 structures with the same formula, charge and spin (eV): 2.098

=====

This record from the Open Molecules 2025 dataset describes an isolated ion of composition C3H6ClN2 and charge -1 in a non-equilibrium geometry. The level of theory is ωB97M-V/def2-TZVPD.

Geometry as ORCA input:
```
! wB97M-V def2-TZVPD RIJCOSX def2/J DEFGRID3
* xyz -1 1
Cl 0.785 1.705 1.337
N -0.951 -0.987 1.300
N 0.870 0.176 -2.548
C -0.049 -0.780 0.172
C 0.038 0.669 -0.264
C 0.856 0.881 -1.546
H -0.943 1.161 -0.246
H -0.434 -1.324 -0.705
H -0.933 -1.955 1.603
H -0.640 -0.416 2.084
H 0.980 -1.149 0.350
H 0.422 2.019 -1.538
*
```

Values from the calculation:
E (eV): -18708.98031
E_LUMO (spin up / spin down) (eV): 3.8364 / 3.8363
Kohn-Sham gap (spin up / spin down) (eV): 5.79 / 5.79

=====

This record from the Open Molecules 2025 dataset describes the molecule C3H6ClN3 in a non-equilibrium geometry. The level of theory is ωB97M-V/def2-TZVPD.

Geometry as ORCA input:
```
! wB97M-V def2-TZVPD RIJCOSX def2/J DEFGRID3
* xyz 0 1
Cl 2.301 0.393 2.593
N 0.644 0.504 1.820
N -0.989 0.385 -1.172
N 0.072 1.179 -1.476
C 1.011 1.119 -0.583
C -0.674 -0.518 -0.119
C 0.733 0.033 0.436
H 1.560 -0.685 0.300
H 0.369 1.513 1.691
H -1.376 -0.479 0.594
H 1.835 1.981 -0.640
H -1.643 0.298 -1.867
H -0.660 -1.554 -0.552
*
```

Values from the calculation:
SMILES string: ClN[C@@H]1C=NNC1
E (eV): -20197.79768
E_LUMO (eV): 0.3339
Kohn-Sham gap (eV): 8.79
Energy above the lowest of the compared OMol25 structures with the same formula, charge and spin (eV): 2.934

=====

This record from the Open Molecules 2025 dataset describes a 2-piece molecular cluster, C3H6ClNO overall in a non-equilibrium geometry. The level of theory is ωB97M-V/def2-TZVPD.

Geometry as ORCA input:
```
! wB97M-V def2-TZVPD RIJCOSX def2/J DEFGRID3
* xyz 0 1
Cl -3.707 0.290 -0.396
O -0.593 -1.556 -0.716
N -1.063 -1.200 0.500
C 0.004 -0.417 0.021
C 1.415 -0.561 0.563
C -0.325 0.974 -0.430
H -1.389 1.079 -0.642
H 1.880 0.474 0.354
H 0.329 1.262 -1.219
H 1.393 -0.644 1.606
H 2.019 -1.268 -0.014
H 0.035 1.567 0.372
*
```

Values from the calculation:
E (eV): -19263.14512
E_LUMO (spin up / spin down) (eV): -0.2132 / -3.5341
Kohn-Sham gap (spin up / spin down) (eV): 11.08 / 5.83
Energy above the lowest of the compared OMol25 structures with the same formula, charge and spin (eV): 5.621

=====

This record from the Open Molecules 2025 dataset describes the molecule C3H6ClNOS in a non-equilibrium geometry. The level of theory is ωB97M-V/def2-TZVPD.

Geometry as ORCA input:
```
! wB97M-V def2-TZVPD RIJCOSX def2/J DEFGRID3
* xyz 0 1
Cl 1.472 -1.286 -0.305
S -3.175 -0.091 -0.376
O -0.508 0.678 0.718
N -0.927 -0.698 0.812
C -2.061 -1.228 0.159
C 0.391 1.100 -0.310
C 1.719 0.641 -0.022
H -0.031 -1.539 0.768
H 1.912 0.614 1.197
H 0.206 0.854 -1.483
H -2.092 -2.322 -0.044
H 0.386 2.210 -0.566
H 2.708 1.068 -0.548
*
```

Values from the calculation:
SMILES string: S=CNOCCCl
E (eV): -30098.18709
E_LUMO (eV): 0.1822
Kohn-Sham gap (eV): 8.41
Energy above the lowest of the compared OMol25 structures with the same formula, charge and spin (eV): 5.280

=====

This record from the Open Molecules 2025 dataset describes the molecule C3H6ClOP in a non-equilibrium geometry. The level of theory is ωB97M-V/def2-TZVPD.

Geometry as ORCA input:
```
! wB97M-V def2-TZVPD RIJCOSX def2/J DEFGRID3
* xyz 0 1
Cl -3.288 0.707 -0.242
P -1.841 -0.354 0.626
O -1.761 -1.526 -0.526
C 1.001 0.264 0.559
C 2.100 0.013 -0.132
C -0.253 0.772 -0.030
H 0.983 0.113 1.632
H -0.496 1.766 0.344
H 2.150 0.173 -1.196
H -1.325 -2.335 -0.256
H 3.000 -0.344 0.338
H -0.271 0.751 -1.117
*
```

Values from the calculation:
SMILES string: C=CCP(O)Cl
E (eV): -27067.20606
E_LUMO (eV): 0.7900
Kohn-Sham gap (eV): 9.60
Energy above the lowest of the compared OMol25 structures with the same formula, charge and spin (eV): 0.145

=====

This record from the Open Molecules 2025 dataset describes a 2-piece molecular cluster, C3H6ClP overall in a non-equilibrium geometry. The level of theory is ωB97M-V/def2-TZVPD.

Geometry as ORCA input:
```
! wB97M-V def2-TZVPD RIJCOSX def2/J DEFGRID3
* xyz 0 1
Cl 3.212 -0.735 0.569
P 2.281 1.064 0.561
C -0.120 -1.233 -0.008
C -0.079 0.182 0.075
C -1.030 1.206 -0.325
H -1.899 1.038 -0.897
H -1.515 1.391 0.736
H -1.023 -1.600 -0.603
H -0.212 -1.770 0.971
H -0.424 2.101 -0.580
H 0.809 -1.644 -0.499
*
```

Values from the calculation:
E (eV): -25015.15609
E_LUMO (spin up / spin down) (eV): 0.3662 / -0.9041
Kohn-Sham gap (spin up / spin down) (eV): 8.64 / 6.35
Energy above the lowest of the compared OMol25 structures with the same formula, charge and spin (eV): 3.598

=====

This record from the Open Molecules 2025 dataset describes C3H6ClP as an isolated structure in a non-equilibrium geometry. The level of theory is ωB97M-V/def2-TZVPD.

Geometry as ORCA input:
```
! wB97M-V def2-TZVPD RIJCOSX def2/J DEFGRID3
* xyz 0 1
Cl 2.696 -1.025 0.002
P 1.210 1.696 0.025
C 1.401 0.057 -0.023
C -0.369 -0.908 -0.151
C -1.448 0.034 0.076
H -0.519 -1.585 0.633
H -1.647 0.863 -0.599
H -2.304 -0.556 0.226
H 2.622 2.029 0.057
H -1.383 0.515 1.016
H -0.259 -1.120 -1.261
*
```

Values from the calculation:
E (eV): -25016.20219
E_LUMO (eV): 0.3553
Kohn-Sham gap (eV): 9.58
Energy above the lowest of the compared OMol25 structures with the same formula, charge and spin (eV): 2.552

=====

This record from the Open Molecules 2025 dataset describes C3H6CrO3 as an isolated structure in a non-equilibrium geometry. The level of theory is ωB97M-V/def2-TZVPD.

Geometry as ORCA input:
```
! wB97M-V def2-TZVPD RIJCOSX def2/J DEFGRID3
* xyz 1 6
Cr -1.963 -1.302 -1.560
O -0.367 0.040 -0.243
O -1.293 2.107 0.238
O -2.148 0.760 -1.094
C -1.323 0.925 -0.062
C 1.812 -0.817 0.153
C 0.565 -0.287 0.817
H 2.195 -0.102 -0.587
H 2.575 -0.977 0.926
H 0.748 0.630 1.387
H -2.483 1.836 -1.053
H 1.607 -1.767 -0.356
H 0.074 -1.046 1.434
*
```

Values from the calculation:
E (eV): -37762.52182
E_LUMO (spin up / spin down) (eV): -5.0772 / -4.8647
<S²>: 8.75
Kohn-Sham gap (spin up / spin down) (eV): 7.89 / 10.83
Energy above the lowest of the compared OMol25 structures with the same formula, charge and spin (eV): 0.000

=====

This record from the Open Molecules 2025 dataset describes C3H6CsFO2 as an isolated structure in a non-equilibrium geometry. The level of theory is ωB97M-V/def2-TZVPD.

Geometry as ORCA input:
```
! wB97M-V def2-TZVPD RIJCOSX def2/J DEFGRID3
* xyz 0 1
Cs 3.267 0.656 2.544
F -2.619 -0.397 -3.741
O 0.674 -0.445 0.743
O 1.504 2.247 0.972
C 0.597 1.867 0.157
C -0.135 -1.582 0.978
C 0.042 0.607 0.072
H -1.630 -0.295 -3.746
H -0.786 0.379 -0.607
H 0.488 -2.337 1.471
H 0.103 2.620 -0.490
H -0.994 -1.328 1.619
H -0.512 -1.990 0.028
*
```

Values from the calculation:
E (eV): -10566.91376
E_LUMO (eV): -0.6582
Kohn-Sham gap (eV): 5.02
Energy above the lowest of the compared OMol25 structures with the same formula, charge and spin (eV): 0.000

=====

This record from the Open Molecules 2025 dataset describes C3H6CsMgO4 as an isolated structure in a non-equilibrium geometry. The level of theory is ωB97M-V/def2-TZVPD.

Geometry as ORCA input:
```
! wB97M-V def2-TZVPD RIJCOSX def2/J DEFGRID3
* xyz 1 1
Cs -0.876 9.141 -0.160
Mg -0.594 1.801 -0.367
O -0.394 -0.050 0.138
O -0.242 -2.066 -0.821
O -0.498 3.591 -0.133
O 0.345 -1.837 1.234
C -0.147 -1.254 0.186
C -0.580 -1.527 -2.106
C 1.108 -1.041 2.154
H 0.185 -0.807 -2.422
H 0.411 -0.286 2.556
H 1.942 -0.546 1.644
H -0.601 -2.384 -2.783
H 1.504 -1.688 2.945
H -1.565 -1.048 -2.064
*
```

Values from the calculation:
E (eV): -17383.84598
E_LUMO (eV): -3.4066
Kohn-Sham gap (eV): 5.29

=====

This record from the Open Molecules 2025 dataset describes the molecule C3H6F2N2 in a non-equilibrium geometry. The level of theory is ωB97M-V/def2-TZVPD.

Geometry as ORCA input:
```
! wB97M-V def2-TZVPD RIJCOSX def2/J DEFGRID3
* xyz 0 1
F 0.567 2.099 -1.206
F -1.345 0.367 2.476
N 1.155 1.294 -0.198
N -1.010 -0.670 0.651
C -0.325 -0.702 -0.539
C -1.204 0.517 1.181
C 1.182 0.005 -0.590
H -0.827 -0.200 -1.377
H 1.859 -0.574 -0.068
H -0.104 -1.795 -0.654
H -0.402 1.204 0.812
H -1.002 -1.505 1.152
H 1.455 -0.040 -1.638
*
```

Values from the calculation:
E (eV): -11617.65525
E_LUMO (spin up / spin down) (eV): 0.2962 / -0.4845
Kohn-Sham gap (spin up / spin down) (eV): 8.96 / 6.92
Energy above the lowest of the compared OMol25 structures with the same formula, charge and spin (eV): 5.679

=====

This record from the Open Molecules 2025 dataset describes the molecule C3H6F2NP in a non-equilibrium geometry. The level of theory is ωB97M-V/def2-TZVPD.

Geometry as ORCA input:
```
! wB97M-V def2-TZVPD RIJCOSX def2/J DEFGRID3
* xyz 0 1
P -2.352 0.512 0.412
F 1.033 1.246 -1.204
F -0.089 2.017 0.453
N -0.604 -1.241 -0.766
C 0.516 0.889 -0.020
C 1.536 0.370 0.939
C -0.802 -0.109 -0.279
H 0.968 0.107 1.802
H -3.026 -0.642 -0.073
H 2.519 1.005 0.889
H -2.686 1.491 -0.553
H -1.399 -1.865 -0.815
H 1.878 -0.705 0.495
*
```

Values from the calculation:
SMILES string: [H]/N=C(\P)C(C)(F)F
E (eV): -19420.55002
E_LUMO (eV): 0.8846
Kohn-Sham gap (eV): 10.26
Energy above the lowest of the compared OMol25 structures with the same formula, charge and spin (eV): 0.209

=====

This record from the Open Molecules 2025 dataset describes C3H6F3FeO7S as an isolated structure in a non-equilibrium geometry. The level of theory is ωB97M-V/def2-TZVPD.

Geometry as ORCA input:
```
! wB97M-V def2-TZVPD RIJCOSX def2/J DEFGRID3
* xyz -3 5
Fe 17.674 -3.216 -3.180
S 18.647 -0.904 -5.548
F 20.065 -0.021 -3.358
F 21.354 -0.824 -4.958
F 20.397 1.244 -5.148
O 19.535 -3.654 -2.646
O 17.070 -4.312 -1.078
O 19.019 -1.222 -6.943
O 18.394 -2.134 -4.736
O 17.016 -5.015 -3.914
O 16.396 -1.688 -2.492
O 17.644 0.175 -5.468
C 15.843 -2.090 -1.230
C 16.539 -3.217 -0.383
C 20.192 -0.074 -4.731
H 14.868 -2.448 -1.561
H 15.837 -3.500 0.402
H 20.160 -3.362 -3.338
H 17.205 -5.289 -4.832
H 17.355 -2.867 0.249
H 15.655 -1.230 -0.588
*
```

Values from the calculation:
E (eV): -70909.17258
E_LUMO (spin up / spin down) (eV): 7.4392 / 7.4377
<S²>: 6.01
Kohn-Sham gap (spin up / spin down) (eV): 3.62 / 2.96

=====

This record from the Open Molecules 2025 dataset describes a 2-piece molecular cluster, C3H6FI overall in a non-equilibrium geometry. The level of theory is ωB97M-V/def2-TZVPD.

Geometry as ORCA input:
```
! wB97M-V def2-TZVPD RIJCOSX def2/J DEFGRID3
* xyz 0 1
I 2.423 -0.625 -0.228
F 0.875 -2.984 1.732
C 0.571 0.403 -0.008
C -0.310 0.322 -1.014
C 0.360 1.072 1.296
H -0.720 1.365 1.325
H 0.727 0.468 2.217
H 1.159 -2.181 1.359
H 0.896 2.065 1.410
H -1.281 0.858 -0.857
H -0.199 -0.358 -1.907
*
```

Values from the calculation:
SMILES string: C=C(C)I.F
E (eV): -14025.54521
E_LUMO (eV): 0.4046
Kohn-Sham gap (eV): 9.98
Energy above the lowest of the compared OMol25 structures with the same formula, charge and spin (eV): 0.587

=====

This record from the Open Molecules 2025 dataset describes the molecule C3H6FIN2 in a non-equilibrium geometry. The level of theory is ωB97M-V/def2-TZVPD.

Geometry as ORCA input:
```
! wB97M-V def2-TZVPD RIJCOSX def2/J DEFGRID3
* xyz 0 1
I -3.036 -1.221 -1.818
F -0.269 0.168 -2.059
N 0.408 0.117 0.528
N 0.709 1.426 0.452
C 1.293 -0.795 0.841
C -0.939 -0.847 -1.264
C -0.924 -0.131 0.100
H -1.387 0.818 0.076
H 0.374 1.930 -0.346
H 1.786 1.643 0.399
H 0.966 -1.840 0.819
H -1.227 -0.811 1.011
H 2.245 -0.458 1.259
*
```

Values from the calculation:
E (eV): -17001.18424
E_LUMO (spin up / spin down) (eV): -0.9961 / -0.9952
Kohn-Sham gap (spin up / spin down) (eV): 5.52 / 5.53
Energy above the lowest of the compared OMol25 structures with the same formula, charge and spin (eV): 2.687

=====

This record from the Open Molecules 2025 dataset describes C3H6FN as an isolated structure in a non-equilibrium geometry. The level of theory is ωB97M-V/def2-TZVPD.

Geometry as ORCA input:
```
! wB97M-V def2-TZVPD RIJCOSX def2/J DEFGRID3
* xyz 0 1
F 0.576 1.316 1.110
N 0.825 -1.520 0.074
C -0.521 0.755 0.619
C -0.189 -0.567 -0.051
C -0.248 0.652 -0.808
H 1.140 -1.502 1.455
H 1.591 -1.112 -0.930
H -1.356 -0.874 -0.018
H -1.095 0.661 -1.668
H 0.566 1.410 -1.199
H -1.291 0.781 1.415
*
```

Values from the calculation:
E (eV): -7409.62429
E_LUMO (eV): 0.3363
Kohn-Sham gap (eV): 9.14
Energy above the lowest of the compared OMol25 structures with the same formula, charge and spin (eV): 5.237

=====

This record from the Open Molecules 2025 dataset describes the molecule C3H6FN in a non-equilibrium geometry. The level of theory is ωB97M-V/def2-TZVPD.

Geometry as ORCA input:
```
! wB97M-V def2-TZVPD RIJCOSX def2/J DEFGRID3
* xyz 0 1
F -0.463 -1.784 0.870
N 1.442 -0.584 0.187
C -0.641 0.032 -0.833
C 0.057 -0.604 0.273
C -0.804 0.560 0.524
H -1.537 -0.380 -1.470
H -0.270 1.505 0.820
H 1.866 -1.175 -0.514
H 0.114 0.501 -1.523
H -1.811 0.544 1.031
H 1.752 -0.779 1.094
*
```

Values from the calculation:
SMILES string: NC1(F)CC1
E (eV): -7414.48025
E_LUMO (eV): 1.2217
Kohn-Sham gap (eV): 11.29
Energy above the lowest of the compared OMol25 structures with the same formula, charge and spin (eV): 0.381